No. 1
C3H3FeO3 as an isolated structure at a distorted geometry. Source: OMol25; level of theory: wB97M-V/def2-TZVPD.

Geometry as ORCA input:
```
! RIJCOSX wB97M-V def2-TZVPD def2/J DEFGRID3
* xyz 1 7
C -0.2685 0.9343 -1.5441
C 0.7229 0.3315 -0.8651
O 0.6436 -0.1519 0.3668
Fe 1.8369 -0.5758 1.7240
H -1.2679 1.0441 -1.1184
H -0.0864 1.2851 -2.5599
H 1.7104 0.2327 -1.3446
O -0.1874 -1.2557 2.4686
C -1.0376 -1.0512 1.6716
O -2.0660 -0.7931 1.2011
*
```

Calculated values
molar mass	142.90	g/mol
strongest force on any atom	0.0999	hartree/bohr
energy above the lowest of the compared OMol25 structures with the same formula, charge and spin	0.0	kJ/mol
expectation value of S²	12.02

No. 2
C3H3GdO2 as an isolated structure at a distorted geometry. Source: OMol25; level of theory: wB97M-V/def2-TZVPD.

Geometry as ORCA input:
```
! RIJCOSX wB97M-V def2-TZVPD def2/J DEFGRID3
* xyz 3 9
C -0.9108 1.1518 0.3885
C -2.0338 1.0703 -0.2840
H -2.6705 1.9546 -0.4325
H -0.3694 1.8977 0.9723
H -2.3726 0.1390 -0.7502
O 2.3109 -1.5038 -0.1306
C 1.3898 -1.7188 0.5657
O 0.6137 -2.1470 1.2905
Gd 4.0427 -0.8437 -1.6197
*
```

Calculated values
molar mass	228.31	g/mol
strongest force on any atom	0.0856	hartree/bohr
energy above the lowest of the compared OMol25 structures with the same formula, charge and spin	0.0	kJ/mol
expectation value of S²	21.03

No. 3
The molecule C3H3I at a distorted geometry. Source: OMol25; level of theory: wB97M-V/def2-TZVPD.

Geometry as ORCA input:
```
! RIJCOSX wB97M-V def2-TZVPD def2/J DEFGRID3
* xyz 0 1
C -0.4826 -1.3207 -0.3274
C -0.1754 -0.0067 -0.0757
C 0.1597 1.2586 0.2789
I 1.9397 1.5747 1.3595
H -0.3096 -1.6030 -1.4074
H -0.9075 -2.1723 0.2036
H -0.2243 2.2695 -0.0316
*
```

Calculated values
molar mass	165.96	g/mol
strongest force on any atom	0.0719	hartree/bohr
SMILES	C=C=CI
energy above the lowest of the compared OMol25 structures with the same formula, charge and spin	24.9	kJ/mol

No. 4
The molecule C3H3I at a distorted geometry. Source: OMol25; level of theory: wB97M-V/def2-TZVPD.

Geometry as ORCA input:
```
! RIJCOSX wB97M-V def2-TZVPD def2/J DEFGRID3
* xyz 0 1
C -1.2049 -0.8178 0.1102
C -0.1375 -0.0456 0.0024
C 0.7942 0.8479 -0.0163
I 2.7842 0.4012 -0.1679
H -1.9176 -1.1854 -0.8006
H -0.9256 -1.0675 0.9929
H 0.6072 1.8672 -0.1208
*
```

Calculated values
molar mass	165.96	g/mol
strongest force on any atom	0.1539	hartree/bohr
SMILES	C=C=CI
energy above the lowest of the compared OMol25 structures with the same formula, charge and spin	111.6	kJ/mol

No. 5
C3H3I2N as an isolated structure at a distorted geometry. Source: OMol25; level of theory: wB97M-V/def2-TZVPD.

Geometry as ORCA input:
```
! RIJCOSX wB97M-V def2-TZVPD def2/J DEFGRID3
* xyz 0 1
C -0.1289 1.3683 -0.7354
C -0.4335 -0.9928 0.1347
C 0.4468 0.2752 0.0979
N -0.7230 2.2115 -1.2718
I 2.4573 -0.1329 -0.4485
I 0.3561 1.0276 2.0937
H -1.3563 -0.9555 0.7433
H 0.2182 -1.8828 0.3110
H -0.8366 -0.9188 -0.9250
*
```

Calculated values
molar mass	306.87	g/mol
strongest force on any atom	0.0513	hartree/bohr
energy above the lowest of the compared OMol25 structures with the same formula, charge and spin	30.2	kJ/mol

No. 6
C3H3I3O as an isolated structure at a distorted geometry. Source: OMol25; level of theory: wB97M-V/def2-TZVPD.

Geometry as ORCA input:
```
! RIJCOSX wB97M-V def2-TZVPD def2/J DEFGRID3
* xyz 0 1
C 0.9693 -0.5684 -1.1522
C -0.1818 -0.0020 -0.8176
C -0.5143 0.1276 0.8230
O 0.3263 -0.5687 1.5946
I -1.7588 0.4042 -2.0090
I -2.5379 -0.2094 1.4003
I -0.0643 2.3657 1.0138
H 1.0756 -0.7126 -2.3631
H 1.8147 -0.8825 -0.5570
H 0.8711 0.0461 2.0671
*
```

Calculated values
molar mass	435.77	g/mol
strongest force on any atom	0.0864	hartree/bohr
energy above the lowest of the compared OMol25 structures with the same formula, charge and spin	104.2	kJ/mol

No. 7
C3H3I4N as an isolated structure at a distorted geometry. Source: OMol25; level of theory: wB97M-V/def2-TZVPD.

Geometry as ORCA input:
```
! RIJCOSX wB97M-V def2-TZVPD def2/J DEFGRID3
* xyz 0 1
C 2.1920 0.1866 -0.1028
C -0.3430 -0.3299 0.1583
C 0.7235 0.5803 -0.3329
N 2.4276 -0.6990 0.7489
I 3.4852 1.2096 -1.3884
I 0.1637 -2.2941 -0.6656
I 0.5319 2.6322 0.3133
I 4.2644 -1.5486 1.0220
H -0.2769 -0.3843 1.2870
H -1.3584 0.1041 0.1023
H 0.7976 0.7954 -1.4671
*
```

Calculated values
molar mass	560.68	g/mol
strongest force on any atom	0.0669	hartree/bohr
energy above the lowest of the compared OMol25 structures with the same formula, charge and spin	2.1	kJ/mol

No. 8
A 2-piece molecular cluster, C3H3IN2O overall at a distorted geometry. Source: OMol25; level of theory: wB97M-V/def2-TZVPD.

Geometry as ORCA input:
```
! RIJCOSX wB97M-V def2-TZVPD def2/J DEFGRID3
* xyz 0 1
C -2.1741 0.2914 -0.0681
C -0.9130 0.0171 0.5484
C -0.0014 -1.4592 1.8395
N -3.1181 0.4482 -0.6972
N 0.1693 0.0506 -0.3412
O 1.0187 -1.8622 1.4675
I -0.6788 -1.3330 3.8872
H -0.8651 0.5069 1.4342
H 1.0435 0.1821 0.1746
H 0.1965 -0.3522 -1.2623
*
```

Calculated values
molar mass	209.97	g/mol
strongest force on any atom	0.0717	hartree/bohr
energy above the lowest of the compared OMol25 structures with the same formula, charge and spin	211.1	kJ/mol

No. 9
A 2-piece molecular cluster, C3H3IN2O overall at a distorted geometry. Source: OMol25; level of theory: wB97M-V/def2-TZVPD.

Geometry as ORCA input:
```
! RIJCOSX wB97M-V def2-TZVPD def2/J DEFGRID3
* xyz 0 1
N 1.3080 -0.3561 0.1045
C 0.1623 -0.4029 0.1128
C -1.2158 -0.3328 0.1232
O -1.9445 -1.4689 0.0785
C -1.6152 0.9760 -0.0143
N -1.9311 2.0992 -0.3499
H -1.7452 -2.1988 0.6432
H -2.0727 2.8812 0.2791
I 5.1791 -0.2518 -0.2544
H 3.8749 -0.9451 -0.7226
*
```

Calculated values
molar mass	209.97	g/mol
strongest force on any atom	0.0485	hartree/bohr
SMILES	N#CC(O)=C=N.I
energy above the lowest of the compared OMol25 structures with the same formula, charge and spin	191.1	kJ/mol

No. 10
A 2-piece molecular cluster, C3H3IN2O overall at a distorted geometry. Source: OMol25; level of theory: wB97M-V/def2-TZVPD.

Geometry as ORCA input:
```
! RIJCOSX wB97M-V def2-TZVPD def2/J DEFGRID3
* xyz 0 3
C 0.5064 0.2318 -0.4402
C -1.8277 0.2772 0.1027
C 1.3385 -0.8089 0.0598
N 0.3691 1.4511 -0.2684
N -0.2521 2.4346 -0.2484
O -2.2037 1.3595 0.2525
I -2.8158 -1.5327 -0.2100
H 1.4821 -0.8509 1.0906
H 1.0444 -1.8003 -0.0337
H 2.3588 -0.7614 -0.3048
*
```

Calculated values
molar mass	209.97	g/mol
strongest force on any atom	0.0494	hartree/bohr
energy above the lowest of the compared OMol25 structures with the same formula, charge and spin	217.7	kJ/mol
expectation value of S²	2.04

No. 11
C3H3IN2S as an isolated structure at a distorted geometry. Source: OMol25; level of theory: wB97M-V/def2-TZVPD.

Geometry as ORCA input:
```
! RIJCOSX wB97M-V def2-TZVPD def2/J DEFGRID3
* xyz 0 1
C -0.7356 -0.3116 -0.0549
C 2.2349 0.0807 0.2584
C -1.8347 0.6337 0.0117
N -0.0551 -1.2489 -0.0429
N 0.8951 -2.0279 0.1896
S 2.4660 -1.4493 -0.2488
I 3.7812 1.4222 -0.0833
H -2.6355 0.5413 -0.7443
H -2.4522 0.6691 0.9169
H -1.6643 1.6906 -0.2024
*
```

Calculated values
molar mass	226.04	g/mol
strongest force on any atom	0.0479	hartree/bohr
energy above the lowest of the compared OMol25 structures with the same formula, charge and spin	503.6	kJ/mol

No. 12
A 2-piece molecular cluster, C3H3IN4 overall at a distorted geometry. Source: OMol25; level of theory: wB97M-V/def2-TZVPD.

Geometry as ORCA input:
```
! RIJCOSX wB97M-V def2-TZVPD def2/J DEFGRID3
* xyz 0 1
C -0.3639 0.1121 -0.1960
C -0.5252 -0.8134 -1.2493
C -4.2471 0.9133 -0.7791
N -0.3530 -2.1398 -1.2700
N -3.5377 1.4240 -1.5077
N -0.0251 -3.0277 -0.5290
N 0.3510 -3.9438 -0.0114
I -5.3973 -0.1214 0.4414
H -0.7779 1.0068 -0.4519
H 0.0727 -0.1168 0.8157
H -0.7043 -0.3870 -2.2583
*
```

Calculated values
molar mass	221.99	g/mol
strongest force on any atom	0.1007	hartree/bohr
energy above the lowest of the compared OMol25 structures with the same formula, charge and spin	179.3	kJ/mol

No. 13
A 2-piece molecular cluster, C3H3IO2 overall at a distorted geometry. Source: OMol25; level of theory: wB97M-V/def2-TZVPD.

Geometry as ORCA input:
```
! RIJCOSX wB97M-V def2-TZVPD def2/J DEFGRID3
* xyz 0 1
C -0.7228 2.2188 0.2976
C -0.4858 1.1144 -0.1213
C -0.0091 -0.1876 -0.3432
O -0.1165 -2.4268 -0.1037
O -0.4995 -1.1931 0.4025
I 2.8831 0.3557 -0.1335
H -1.1885 3.2134 0.4452
H 0.4795 -0.2842 -1.2118
H -0.3406 -2.8108 0.7681
*
```

Calculated values
molar mass	197.96	g/mol
strongest force on any atom	0.0762	hartree/bohr
energy above the lowest of the compared OMol25 structures with the same formula, charge and spin	593.5	kJ/mol

No. 14
The molecule C3H3IO2 at a distorted geometry. Source: OMol25; level of theory: wB97M-V/def2-TZVPD.

Geometry as ORCA input:
```
! RIJCOSX wB97M-V def2-TZVPD def2/J DEFGRID3
* xyz 0 1
C 0.7409 -0.1693 0.5473
C 0.3059 -1.3533 0.4049
C 0.1427 1.0657 -0.3604
O -1.7077 -0.1930 -0.8867
O -1.1773 0.9707 -0.3502
I -0.8412 -3.0392 0.5467
H 1.5906 0.0216 1.1912
H 0.4235 1.8569 0.3079
H 0.5225 0.8400 -1.4008
*
```

Calculated values
molar mass	197.96	g/mol
strongest force on any atom	0.0706	hartree/bohr
energy above the lowest of the compared OMol25 structures with the same formula, charge and spin	707.4	kJ/mol

No. 15
C3H3KLiO3 as an isolated structure at a distorted geometry. Source: OMol25; level of theory: wB97M-V/def2-TZVPD.

Geometry as ORCA input:
```
! RIJCOSX wB97M-V def2-TZVPD def2/J DEFGRID3
* xyz 0 2
C 2.2739 0.5848 -0.7712
C 1.7414 -0.0667 0.2910
O 0.4638 -0.1947 0.5546
H 3.3555 0.6122 -0.9104
H 2.4282 -0.4145 1.0868
H 1.5996 1.0925 -1.4701
O -2.6197 -0.4317 1.0286
C -3.4268 -0.2811 0.0921
O -3.2133 -0.4141 -1.1122
Li -1.4160 -1.2509 -1.0222
K -1.1867 0.7642 2.2330
*
```

Calculated values
molar mass	133.09	g/mol
strongest force on any atom	0.0406	hartree/bohr
energy above the lowest of the compared OMol25 structures with the same formula, charge and spin	0.0	kJ/mol
expectation value of S²	0.75

No. 16
C3H3LiO2 as an isolated structure at a distorted geometry. Source: OMol25; level of theory: wB97M-V/def2-TZVPD.

Geometry as ORCA input:
```
! RIJCOSX wB97M-V def2-TZVPD def2/J DEFGRID3
* xyz 0 1
O 1.7682 -0.1660 -0.6376
Li 2.7770 0.9768 0.2037
O -0.8798 1.8361 0.4572
C -0.3253 0.8697 -0.0475
C 0.9707 0.3255 0.2127
C -0.9020 -0.7014 -0.0297
H -0.8379 -1.0979 -1.0539
H -1.9724 -0.5796 0.1925
H -0.5984 -1.4632 0.7026
*
```

Calculated values
molar mass	78.00	g/mol
strongest force on any atom	0.0727	hartree/bohr
energy above the lowest of the compared OMol25 structures with the same formula, charge and spin	400.0	kJ/mol

No. 17
C3H3MnO2 as an isolated structure at a distorted geometry. Source: OMol25; level of theory: wB97M-V/def2-TZVPD.

Geometry as ORCA input:
```
! RIJCOSX wB97M-V def2-TZVPD def2/J DEFGRID3
* xyz 2 7
C -1.4555 0.2242 -0.5831
C -0.2892 -0.4136 -0.6915
H -1.5094 1.3067 -0.4639
H -0.1735 -1.4408 -1.0411
H -2.3747 -0.3241 -0.7849
O 1.0057 0.4919 -0.8917
C 1.4470 -0.0631 0.1455
O 1.3766 0.2902 1.3096
Mn 1.9730 -0.0713 3.0010
*
```

Calculated values
molar mass	125.99	g/mol
strongest force on any atom	0.0529	hartree/bohr
energy above the lowest of the compared OMol25 structures with the same formula, charge and spin	323.8	kJ/mol
expectation value of S²	12.01

No. 18
An isolated ion of composition C3H3N2 and charge +1 at a distorted geometry. Source: OMol25; level of theory: wB97M-V/def2-TZVPD.

Geometry as ORCA input:
```
! RIJCOSX wB97M-V def2-TZVPD def2/J DEFGRID3
* xyz 1 1
C 1.4847 -0.0078 -0.0030
N 0.1424 0.0429 0.0284
C -1.1219 -0.0306 -0.0300
C -2.4673 0.0052 -0.0003
N -3.6174 0.0444 0.0336
H 1.8571 0.4523 -0.9286
H 1.8933 0.5437 0.8543
H 1.8292 -1.0501 0.0456
*
```

Calculated values
molar mass	67.07	g/mol
strongest force on any atom	0.2867	hartree/bohr
SMILES	C[N+]#CC#N
energy above the lowest of the compared OMol25 structures with the same formula, charge and spin	88.2	kJ/mol

No. 19
An isolated ion of composition C3H3N2O and charge +1 at a distorted geometry. Source: OMol25; level of theory: wB97M-V/def2-TZVPD.

Geometry as ORCA input:
```
! RIJCOSX wB97M-V def2-TZVPD def2/J DEFGRID3
* xyz 1 1
C -0.0191 -0.0229 0.0092
C -1.4962 0.1363 -0.0984
C -2.4669 -0.2462 0.9926
N -3.4176 -0.5419 1.5419
N -2.4265 0.3201 -0.9413
O -3.5471 0.4065 -1.2136
H 0.2149 -1.0934 0.3838
H 0.3240 0.6693 0.7571
H 0.4381 0.1830 -1.0638
*
```

Calculated values
molar mass	83.07	g/mol
strongest force on any atom	0.0569	hartree/bohr
SMILES	CC(C#N)=[N+]=O
energy above the lowest of the compared OMol25 structures with the same formula, charge and spin	552.3	kJ/mol

No. 20
An isolated ion of composition C3H3N2O and charge +1 at a distorted geometry. Source: OMol25; level of theory: wB97M-V/def2-TZVPD.

Geometry as ORCA input:
```
! RIJCOSX wB97M-V def2-TZVPD def2/J DEFGRID3
* xyz 1 1
C -0.4563 -1.5573 0.7171
C 0.0018 -0.3607 0.2170
N 0.5215 0.6190 -0.1327
C 0.6420 1.7826 -0.7615
N 1.2817 2.7905 -1.0835
O -0.2141 2.4018 -1.5246
H -1.4642 -1.7641 0.3278
H -0.5217 -1.5305 1.8125
H 0.2093 -2.3814 0.4279
*
```

Calculated values
molar mass	83.07	g/mol
strongest force on any atom	0.0663	hartree/bohr
SMILES	CC#[N+]C1=NO1
energy above the lowest of the compared OMol25 structures with the same formula, charge and spin	486.0	kJ/mol